Record 1
C5H14 | the ωB97M-V functional and the def2-TZVPD basis

Each line ends with the natural charge from an NBO analysis.
Element x y z (Å)
C  0.9226  2.5691  0.3144  -0.611
C  0.8919  3.2291  -1.0558  -0.609
H  1.6531  1.7565  0.2878  0.201
H  1.3460  3.2501  1.0591  0.207
H  -0.0463  2.1561  0.5231  0.207
H  1.8491  3.5293  -1.4640  0.203
H  0.3730  2.6508  -1.8342  0.202
H  0.2942  4.1574  -1.0674  0.198
C  -0.2712  -2.3075  0.6354  -0.395
C  -1.7655  -2.1852  0.8128  -0.612
C  0.1784  -1.5638  -0.6530  -0.596
H  0.2453  -1.7691  1.4365  0.191
H  0.1354  -3.3092  0.5644  0.198
H  -2.3040  -2.8529  0.1275  0.201
H  -0.0962  -0.5237  -0.5312  0.195
H  1.2613  -1.6308  -0.7703  0.207
H  -0.3831  -1.9577  -1.5023  0.198
H  -2.1650  -2.4789  1.7825  0.211
H  -2.1044  -1.1736  0.5862  0.202

Summary:
- ΔE to the lowest compared entry with this formula, charge and spin (eV) = 0.2721
- gap between HOMO and LUMO (eV) = 12.441
- multiplicity = 1
- structure (SMILES) = CCC.CC

=====

Record 2
C5H10O2 | the ωB97M-V functional and the def2-TZVPD basis

Each line ends with the natural charge from an NBO analysis.
Element x y z (Å)
C  2.5853  -1.0538  -0.3332  -0.632
C  1.3277  -1.4339  0.4403  -0.112
O  0.2082  -0.7385  0.0208  -0.394
C  -1.8013  0.5691  0.0583  -0.012
C  -2.0429  1.8599  0.7497  -0.684
C  -1.2758  0.4599  -1.2290  0.214
O  -0.9073  -0.6711  -1.6418  -0.421
H  2.7804  0.0187  -0.2318  0.206
H  3.4603  -1.6077  0.0256  0.206
H  2.4441  -1.2745  -1.3962  0.216
H  1.1488  -2.5223  0.3996  0.171
H  1.4555  -1.1930  1.5126  0.202
H  -2.0752  -0.3572  0.5520  0.215
H  -3.0952  1.9402  1.0497  0.234
H  -1.4508  1.9148  1.6710  0.239
H  -1.7827  2.7167  0.1213  0.219
H  -0.9790  1.3727  -1.7689  0.135

Summary:
- ΔE to the lowest compared entry with this formula, charge and spin (eV) = 5.6676
- gap between HOMO and LUMO (alpha / beta) (eV) = 8.409 / 8.464
- multiplicity = 1

=====

Record 3
C27H25NO5 | the ωB97M-V functional and the def2-TZVPD basis

Each line ends with the natural charge from an NBO analysis.
Element x y z (Å)
C  -1.4501  0.0996  -2.3768  -0.600
H  -1.9048  0.0943  -1.3886  0.208
H  -1.4459  -0.9174  -2.7615  0.213
H  -0.4171  0.4253  -2.2784  0.209
C  -2.2325  1.0136  -3.3238  -0.419
C  -1.5795  1.0643  -4.6801  -0.043
C  -2.0581  0.2422  -5.6905  -0.191
C  -1.4656  0.2073  -6.9399  -0.222
C  -0.3665  1.0073  -7.1955  -0.201
C  0.1298  1.8381  -6.2091  -0.226
C  -0.4663  1.8711  -4.9527  0.141
N  0.0183  2.7208  -3.9464  -0.611
C  1.1708  3.4224  -3.8973  0.653
O  2.0415  3.4574  -4.7375  -0.601
C  1.2943  4.2547  -2.6066  -0.166
O  0.5028  3.7976  -1.5318  -0.497
C  0.8383  2.6277  -0.9198  0.335
C  0.0426  2.2703  0.1593  -0.329
C  0.2775  1.0781  0.8362  0.412
C  1.3199  0.2309  0.4372  -0.260
C  2.1124  0.6159  -0.6477  -0.108
C  1.8841  1.7892  -1.3259  -0.327
H  2.5043  2.0442  -2.1700  0.236
H  2.9103  -0.0480  -0.9430  0.246
C  1.5839  -1.0303  1.1388  0.499
O  2.4709  -1.8031  0.8329  -0.547
C  0.6535  -1.2585  2.2654  0.135
C  -0.3260  -0.3711  2.5419  0.103
O  -0.5355  0.7810  1.8727  -0.442
H  -1.0403  -0.5060  3.3421  0.216
O  0.8235  -2.4352  2.9139  -0.478
C  0.3951  -2.6092  4.2132  0.355
C  0.5508  -1.6314  5.1856  -0.295
C  0.1711  -1.8713  6.4980  0.000
C  -0.3635  -3.1122  6.8189  -0.220
C  -0.4997  -4.0919  5.8525  -0.191
C  -0.1246  -3.8650  4.5374  -0.074
C  -0.2571  -4.9107  3.4754  -0.628
H  -0.6198  -5.8449  3.8951  0.213
H  0.7064  -5.0802  2.9986  0.232
H  -0.9481  -4.5783  2.7011  0.221
H  -0.9081  -5.0549  6.1223  0.211
H  -0.6673  -3.3144  7.8354  0.208
C  0.3582  -0.8228  7.5522  -0.629
H  1.2464  -1.0447  8.1438  0.222
H  -0.4946  -0.7998  8.2274  0.218
H  0.4838  0.1612  7.1075  0.213
H  0.9883  -0.6802  4.9172  0.217
H  -0.7608  2.9167  0.4718  0.238
H  2.3529  4.3276  -2.3344  0.210
H  0.9275  5.2632  -2.8231  0.225
H  -0.5780  2.8039  -3.1328  0.415
H  0.9870  2.4609  -6.4012  0.251
H  0.1078  0.9894  -8.1648  0.215
H  -1.8598  -0.4424  -7.7065  0.213
H  -2.9146  -0.3852  -5.4887  0.208
H  -3.2454  0.6218  -3.4350  0.219
H  -2.3246  2.0112  -2.8842  0.192

Summary:
- ΔE to the lowest compared entry with this formula, charge and spin (eV) = 1.0327
- gap between HOMO and LUMO (eV) = 8.516
- multiplicity = 1
- structure (SMILES) = CCc1ccccc1NC(=O)COc1ccc2c(=O)c(Oc3cc(C)ccc3C)coc2c1